[1]
The following is a quantum chemistry calculation of a molecular structure, C30H30Br2IrN3O2 in a non-equilibrium geometry, from OMol25.

Structure (XYZ):
```
68
Properties=species:S:1:pos:R:3:forces:R:3:lowdin_charge:R:1
Ir 0.67164 -0.04009 -0.80483 -0.678 -0.579 0.334 1.516
C -1.05670 -0.43646 3.03116 1.696 0.193 -1.510 -0.007
C -0.31040 0.86291 2.63866 -0.493 -0.396 -0.050 -0.205
C 0.48385 1.55794 3.53543 -0.048 -0.483 1.189 -0.065
C 0.43006 2.93216 3.53498 1.015 0.756 0.379 -0.080
C -0.21931 3.63095 2.52816 0.032 -0.177 -0.466 -0.045
C -0.68098 2.99633 1.37137 0.878 -1.086 2.084 -0.208
C -1.38258 3.74246 0.28201 0.665 0.657 -0.180 -0.019
C -0.63226 1.55913 1.46906 -0.171 1.524 -1.328 -0.236
N -0.84519 0.82417 0.25292 -1.168 0.251 1.308 -0.098
C -2.06438 0.29987 0.07750 0.407 -0.009 -0.485 -0.340
C -3.26358 0.75376 0.78602 -1.129 -1.215 1.040 -0.014
C -2.16460 -0.66480 -0.92749 -0.208 0.455 0.303 -0.310
C -3.49606 -1.28012 -1.25681 0.024 0.089 -0.173 0.009
N -1.01447 -0.91121 -1.58232 -0.577 -0.427 -0.592 -0.090
C -1.21515 -1.39459 -2.92382 1.184 0.580 -0.783 -0.218
C -1.68846 -0.48289 -3.97384 0.156 -0.978 1.510 -0.169
C -2.16183 0.96842 -3.67145 0.330 -0.624 -0.758 -0.023
C -1.81950 -1.02865 -5.25063 -0.429 -0.439 0.951 -0.051
C -1.43432 -2.36505 -5.51449 0.876 1.162 0.783 -0.056
C -0.77073 -3.11974 -4.52491 -0.999 0.172 -0.883 -0.034
C -0.77636 -2.70148 -3.16479 0.214 -0.562 -1.875 -0.199
C -0.30062 -3.75342 -2.16174 -0.417 0.084 -0.465 -0.044
H -0.49600 -1.07745 3.71558 -0.041 0.156 -0.012 0.087
H -1.27516 -0.98656 2.11248 -0.068 -0.222 0.181 0.049
H -2.00829 -0.18502 3.45631 -0.399 0.334 0.452 0.082
H 1.07365 1.00407 4.28507 -0.723 0.356 -0.024 0.124
H 0.91990 3.49869 4.34399 -0.227 -0.349 -0.502 0.119
H -0.27803 4.69234 2.62250 -0.108 0.615 -0.079 0.106
H -2.37094 3.37765 0.36228 -1.477 -0.231 -0.299 0.049
H -1.02549 3.42243 -0.71429 -0.018 0.615 0.355 0.089
H -1.46875 4.87362 0.44523 0.647 -1.704 -0.354 0.122
H -3.13597 1.47263 1.57069 0.501 0.564 0.181 0.084
H -3.70200 -0.12883 1.31812 -0.001 0.575 -0.528 0.115
H -4.00546 1.12586 0.08585 -0.181 0.021 -0.061 0.097
H -3.83886 -1.87891 -0.39379 0.107 0.084 -0.423 0.104
H -3.48230 -1.87482 -2.17905 0.071 0.047 0.467 0.095
H -4.23615 -0.48294 -1.39558 0.040 -0.169 -0.016 0.091
H -2.22258 1.20773 -2.60065 0.324 -0.010 -0.424 0.056
H -3.16329 1.11369 -4.08812 -0.026 -0.205 0.120 0.080
H -1.54927 1.70357 -4.24001 -0.085 -0.449 0.699 0.093
H -2.33598 -0.41063 -5.98170 0.283 -0.256 -0.206 0.114
H -1.57252 -2.69995 -6.53305 0.221 -0.357 0.067 0.101
H -0.30683 -4.06647 -4.87339 -0.536 0.514 0.722 0.124
H -0.65554 -4.75477 -2.46415 0.048 0.516 -0.080 0.089
H -0.70518 -3.60096 -1.16701 0.156 0.271 0.198 0.056
H 0.78686 -3.82053 -2.16088 0.076 0.217 0.263 0.079
C 1.06684 -2.79126 1.34133 -0.686 1.431 -0.238 0.004
C 2.17502 -1.76072 1.53758 0.735 -0.308 -0.048 -0.233
C 3.25372 -2.02413 2.47617 -0.366 0.455 -1.404 0.031
C 4.34256 -1.19945 2.51115 -0.068 1.338 -0.326 0.021
C 4.23590 0.10818 1.90957 -0.579 -0.399 -0.349 -0.135
C 5.14093 1.18774 2.17127 -0.537 2.028 -0.531 -0.498
Br 6.49412 1.37911 3.56096 -1.082 -0.935 -1.202 0.800
C 4.88091 2.46637 1.52426 1.340 -1.537 1.422 -0.161
C 3.72974 2.70055 0.83867 0.577 0.445 -0.241 -0.627
Br 3.43427 4.37406 0.14191 -0.200 0.732 -0.260 0.928
C 2.76727 1.69750 0.54781 -0.971 -0.704 -0.167 -0.363
O 1.69253 1.94328 -0.07369 1.357 -1.161 0.060 -0.081
C 3.07565 0.35381 1.05367 1.265 -0.647 1.636 -0.102
N 2.16354 -0.62503 0.84403 -0.307 0.674 0.813 0.026
H 1.19299 -3.47479 2.15522 0.061 -1.062 -0.042 0.071
H 0.87228 -3.24412 0.30689 0.835 0.739 1.572 0.094
H 0.14810 -2.23661 1.63884 0.364 -0.401 -0.541 0.059
H 3.26016 -2.91718 3.06225 -0.119 -0.568 -0.008 0.115
H 5.30207 -1.46227 2.97129 -0.639 0.063 0.242 0.124
H 5.66622 3.22289 1.69110 -0.862 -0.186 -0.243 0.103
O 1.87129 -1.17198 -1.48685 0.139 0.124 -1.180 -0.402
```
Forces are in eV/Å.

Summary:
net charge	+1
relative energy (zero: lowest compared OMol25 entry of this formula, charge and spin)	0.0	kcal per mole
DFT total energy	-183075.0009	eV
HOMO (spin up / spin down)	-9.488 / -11.042	eV
⟨S²⟩	8.815
2S+1	6



[2]
The following is a quantum chemistry calculation of a single C18H23N3OS molecule, from OMol25.

Structure (XYZ):
```
46
Properties=species:S:1:pos:R:3:forces:R:3:lowdin_charge:R:1
C -4.67463 -1.07887 -2.23157 0.041 0.039 0.010 -0.049
C -4.08738 -0.09499 -1.26397 -0.053 0.097 0.077 -0.236
C -4.71640 1.12669 -1.06201 -0.006 0.047 0.010 -0.059
C -4.17992 2.05848 -0.19550 -0.053 0.046 -0.031 -0.086
C -3.03178 1.76033 0.51258 0.104 -0.004 0.098 -0.028
C -2.40080 0.53074 0.34726 -0.172 0.094 -0.161 -0.189
C -2.90710 -0.39144 -0.58107 -0.034 0.018 0.037 -0.159
C -2.17332 -1.66592 -0.87361 -0.026 0.092 0.014 -0.028
H -2.64308 -2.52005 -0.38460 0.007 -0.145 0.026 0.093
H -2.17387 -1.86187 -1.94363 0.014 -0.087 -0.060 0.082
H -1.14185 -1.59939 -0.54236 0.091 -0.087 -0.007 0.049
N -1.23323 0.19867 1.06136 0.068 0.114 0.028 -0.119
C -1.31832 -0.86138 2.04588 0.078 0.014 0.122 -0.127
H -2.11955 -1.54647 1.77739 0.015 0.005 0.048 0.120
C 0.03660 -1.60260 2.08402 -0.169 -0.321 0.138 -0.162
N 1.05928 -0.73452 1.53588 0.246 0.165 -0.097 -0.127
C 1.65781 -1.04450 0.35819 0.004 -0.147 0.027 -0.792
N 2.21284 -0.04931 -0.36953 -0.125 0.454 0.378 0.015
H 2.16312 0.89626 -0.02552 -0.042 -0.068 0.033 0.125
C 3.18497 -0.27975 -1.41040 0.199 -0.203 -0.079 -0.145
C 4.51305 0.30361 -1.05347 0.108 0.355 -0.768 -0.263
C 5.47778 0.89669 -1.81343 -0.565 -0.288 0.251 -0.029
C 6.53006 1.23291 -0.92567 0.021 -0.138 0.566 -0.067
C 6.12406 0.82533 0.30494 0.720 0.392 -0.355 -0.123
O 4.90439 0.26274 0.23946 -0.406 -0.263 0.147 0.043
H 6.58680 0.87726 1.27016 -0.018 -0.035 0.170 0.117
H 7.45426 1.71211 -1.17470 0.219 0.098 0.029 0.099
H 5.44569 1.06743 -2.86965 -0.090 0.027 -0.241 0.108
H 3.25515 -1.36912 -1.53353 -0.046 0.310 -0.038 0.059
H 2.84148 0.15371 -2.35565 0.115 -0.087 0.078 0.134
S 1.72953 -2.61393 -0.17887 0.040 -0.810 -0.285 0.685
C 0.92347 0.60722 2.05433 -0.047 0.165 -0.013 -0.120
H 0.85746 0.50863 3.14258 0.076 0.069 -0.093 0.127
C -0.36622 1.26313 1.51039 -0.027 0.046 -0.082 -0.150
H -0.15608 1.90895 0.65329 -0.016 0.038 0.082 0.127
H -0.80918 1.88063 2.31132 0.035 -0.010 -0.080 0.117
H 1.80669 1.21128 1.84241 -0.039 -0.033 0.089 0.119
H 0.30279 -1.87429 3.11051 -0.026 -0.016 -0.044 0.125
H 0.01049 -2.51070 1.48049 -0.010 0.179 0.165 0.045
H -1.55298 -0.44346 3.03978 -0.088 -0.033 -0.054 0.125
H -2.63544 2.48634 1.20592 0.059 0.041 0.084 0.098
H -4.66403 3.01413 -0.05656 -0.039 0.074 0.012 0.101
H -5.62697 1.35238 -1.59787 -0.090 0.004 -0.065 0.105
H -4.77960 -2.05977 -1.77118 -0.026 -0.110 -0.044 0.083
H -5.65312 -0.74506 -2.56776 -0.052 -0.015 -0.039 0.074
H -4.03296 -1.18829 -3.10606 0.005 -0.084 -0.085 0.084
```
Forces are in eV/Å.

Summary:
structure (SMILES)	Cc1cccc(N2CCN(C(=S)NCc3ccco3)CC2)c1C
relative energy (zero: lowest compared OMol25 entry of this formula, charge and spin)	39.2	kcal per mole
DFT total energy	-36391.8639	eV
HOMO	-7.837	eV



Q: Among the records above, which one has the lowest DFT total energy?
A: C30H30Br2IrN3O2



Q: What is the relative energy (zero: lowest compared OMol25 entry of this formula, charge and spin) in the first record?
A: 0.0 kcal per mole



Q: The lowest relative energy (zero: lowest compared OMol25 entry of this formula, charge and spin) belongs to which entry?
A: C30H30Br2IrN3O2